Record 1
Here is a structure of composition C33H81N7O3 in a non-equilibrium geometry from OMol25. Energies are from ωB97M-V with the def2-TZVPD basis set.

Atoms and positions in Å:
C  -4.12450  -3.59170  -1.62453
C  -2.70297  -3.63071  -1.18084
N  -1.72629  -4.32368  -1.95484
C  -1.94793  -5.74716  -2.00167
C  -0.92948  -6.66881  -2.64962
C  -1.51722  -3.67849  -3.24514
C  -0.52333  -2.48428  -2.98859
H  -4.40755  -2.98437  -2.48426
H  -4.57541  -3.23943  -0.69680
H  -4.44824  -4.61155  -1.83239
H  -2.35108  -2.60984  -1.03221
H  -2.63589  -4.04606  -0.17531
H  -1.86637  -6.06837  -0.96327
H  -2.97721  -6.08083  -2.13341
H  -1.03983  -6.71936  -3.73284
H  0.08391  -6.41167  -2.34136
H  -1.08607  -7.62758  -2.15530
H  -2.48482  -3.42965  -3.68095
H  -1.03838  -4.19978  -4.07404
H  -0.62086  -1.79148  -3.82443
H  0.49612  -2.86986  -3.00003
H  -0.66141  -1.94511  -2.05139
C  0.19796  2.25497  2.75860
C  -0.78355  1.25436  2.16458
N  -1.91109  1.10509  3.10871
C  -2.18485  -0.19807  3.81284
C  -0.83634  -0.73274  4.39679
C  -3.21486  1.64877  2.61429
C  -3.75368  1.05315  1.32015
H  0.94229  2.39227  1.97424
H  0.72760  1.75505  3.56955
H  -0.16571  3.20993  3.13796
H  -1.10519  1.55216  1.16661
H  -0.24943  0.30718  2.08926
H  -2.93217  -0.15291  4.60504
H  -2.46210  -0.90072  3.02703
H  -0.05183  0.02091  4.46501
H  -1.05135  -1.03018  5.42314
H  -0.56574  -1.68894  3.94895
H  -3.02995  2.69095  2.35396
H  -3.94064  1.82426  3.40836
H  -4.38823  1.72573  0.74301
H  -4.40446  0.24602  1.65651
H  -3.02488  0.61458  0.63853
C  -0.06297  1.72617  -4.68345
C  -0.78189  0.54710  -4.02349
N  -2.23444  0.65298  -4.12502
C  -2.96417  -0.60889  -4.06474
C  -4.35472  -0.41213  -4.66577
C  -2.81503  1.60938  -3.16118
C  -3.67987  2.66528  -4.01268
H  -0.21630  1.74782  -5.76240
H  0.94672  1.92751  -4.32556
H  -0.58349  2.59082  -4.27169
H  -0.53624  -0.40261  -4.49869
H  -0.47353  0.55122  -2.97803
H  -2.47692  -1.32941  -4.72167
H  -2.99827  -1.20443  -3.15246
H  -4.58281  -1.46326  -4.84245
H  -5.09695  0.13298  -4.08265
H  -4.28034  -0.07098  -5.69833
H  -2.09529  2.21837  -2.61418
H  -3.38314  1.07353  -2.40077
H  -4.29366  3.38289  -3.46827
H  -4.34839  2.16684  -4.71464
H  -2.98928  3.19468  -4.66912
C  3.09909  5.07360  3.51351
C  2.38236  3.84671  3.03397
N  3.19182  2.67210  3.43901
C  2.85230  1.35413  2.74660
C  2.83423  1.35379  1.18334
C  3.08014  2.48761  4.93750
C  4.25732  1.71237  5.45391
H  4.17529  5.11949  3.34680
H  2.83519  5.30807  4.54476
H  2.60081  5.89879  3.00470
H  1.38595  3.84529  3.47584
H  2.12874  3.85047  1.97390
H  1.93929  0.95459  3.18804
H  3.65374  0.66103  3.00242
H  3.41581  0.49917  0.83764
H  3.43673  2.18688  0.82132
H  1.82580  1.43415  0.77750
H  3.14136  3.42710  5.48677
H  2.12930  2.00065  5.15403
H  4.32185  1.49410  6.51988
H  4.27144  0.71241  5.02034
H  5.22351  2.10639  5.13877
C  2.01212  2.08515  -0.83579
O  1.02543  1.61855  -1.32733
N  3.22517  2.11028  -1.46257
C  4.45557  2.39048  -0.71690
C  3.36085  1.74365  -2.91160
H  2.12291  2.41914  0.20745
H  5.02814  1.46298  -0.72152
H  4.19614  2.61257  0.31822
H  5.07304  3.23941  -1.01041
H  4.34152  1.26912  -2.94664
H  2.68508  0.96609  -3.26772
H  3.35440  2.70489  -3.42549
C  1.16501  0.15415  0.49234
O  1.09904  0.18235  1.69957
N  0.07283  -0.09406  -0.31655
C  0.19211  -0.17584  -1.80135
C  -1.25411  -0.26664  0.21827
H  2.12106  0.22569  -0.04900
H  -0.56725  0.51088  -2.17532
H  -0.09299  -1.12040  -2.26464
H  1.17176  0.12376  -2.17368
H  -1.08469  -0.40691  1.28585
H  -1.79335  0.64462  -0.04036
H  -1.77137  -1.11917  -0.22190
C  2.67088  -3.31206  3.12068
O  3.76489  -3.88496  3.08325
N  2.29296  -2.31582  2.23019
C  1.11250  -1.51980  2.40113
C  3.06217  -2.02851  1.06225
H  1.91561  -3.40597  3.91624
H  1.57371  -0.59697  2.75292
H  0.34804  -1.81674  3.11913
H  0.66488  -1.57810  1.40899
H  3.90702  -2.70370  0.92653
H  2.36684  -1.93482  0.22807
H  3.57397  -1.07014  0.97451

Output
Net charge: 0
HOMO energy in eV: -7.51
E_LUMO in eV: 0.4
Calculated total energy in Eh: -1913.85597
Frontier orbital gap in eV: 7.92
Energy above the lowest of the compared OMol25 structures with the same formula, charge and spin in eV: 29.7478



Record 2
Here is a structure of composition C33H84ClCuN4O8 in a non-equilibrium geometry from OMol25. Energies are from ωB97M-V with the def2-TZVPD basis set.

Atoms and positions in Å:
Cu  -0.19561  1.97543  1.17604
Cl  0.73378  -0.14732  0.80692
C  2.30027  5.29276  1.65679
C  1.24899  4.35853  2.07253
C  -0.03913  4.89231  1.45930
O  -1.15147  4.10145  1.57551
C  -1.79034  4.14543  2.80658
N  1.38168  3.02585  1.40305
H  3.21532  5.08862  2.16323
H  2.14689  6.33209  2.05182
H  2.39508  5.28612  0.52546
H  1.16220  4.26499  3.11987
H  0.09001  4.90804  0.41113
H  -0.13532  5.93590  1.81196
H  -1.20662  3.67852  3.61277
H  -2.78944  3.77109  2.74426
H  -1.77827  5.19489  3.01099
H  1.95265  3.13277  0.50905
H  1.97599  2.39696  1.93606
C  -3.62896  0.90798  -1.06127
C  -2.16445  1.07957  -0.56316
C  -1.56743  2.24733  -1.35425
O  -0.22207  2.57667  -0.88645
C  0.77856  2.19988  -1.85079
N  -1.99770  1.24102  0.90590
H  -3.63942  0.79361  -2.16176
H  -4.30091  1.70017  -0.78956
H  -4.11656  -0.03317  -0.70318
H  -1.54690  0.24076  -0.85475
H  -2.21373  3.13488  -1.37000
H  -1.55711  1.86489  -2.36160
H  0.53318  2.74181  -2.80057
H  0.79863  1.12801  -2.12085
H  1.73333  2.39022  -1.46987
H  -1.85885  0.24755  1.31670
H  -2.75439  1.65937  1.38379
C  3.66872  -2.09002  -2.81690
C  3.66112  -0.58487  -2.63024
C  2.50128  -0.06159  -3.45460
O  2.75114  -0.41003  -4.78717
C  3.92066  -0.07360  -5.39347
N  3.55881  -0.12778  -1.24889
H  3.54599  -2.29693  -3.84620
H  2.85592  -2.63124  -2.27041
H  4.70709  -2.45065  -2.55980
H  4.61977  -0.11876  -3.03568
H  2.27677  0.99065  -3.41950
H  1.66368  -0.73550  -3.10628
H  3.88085  0.15590  -6.45882
H  4.70175  -0.81224  -5.17939
H  4.41394  0.86199  -5.04967
H  2.59798  -0.10869  -0.90644
H  4.13503  -0.73366  -0.64782
C  -0.43657  0.83473  5.63185
C  0.17649  1.85619  4.71056
C  1.63612  1.93989  4.94412
O  -0.02956  1.48470  3.33479
H  -1.51163  0.67667  5.57212
H  -0.22009  1.05909  6.68740
H  -0.14264  -0.15189  5.36063
H  -0.22954  2.85661  4.84705
H  2.09974  2.67782  4.31235
H  2.00254  0.94931  4.78971
H  1.74226  2.19783  6.00631
H  0.35179  0.64417  3.14119
C  3.50959  4.03287  -3.37105
C  4.31533  3.75008  -2.07346
C  5.70185  4.35883  -2.08903
O  3.49447  4.16002  -1.00664
H  4.13050  3.82540  -4.32221
H  3.30997  5.10092  -3.47523
H  2.61957  3.45200  -3.38083
H  4.35472  2.65889  -2.09008
H  6.30976  3.94303  -1.21213
H  5.71675  5.47493  -1.86311
H  6.29396  4.09610  -3.01902
H  3.85192  3.78568  -0.18371
C  0.71373  -5.63150  -0.78349
C  0.51513  -4.19003  -1.10378
C  -0.90598  -3.90079  -1.53918
O  0.90496  -3.29064  -0.01271
H  0.14876  -5.90784  0.06219
H  1.75448  -5.67635  -0.56724
H  0.48713  -6.23387  -1.59056
H  1.14894  -3.92797  -1.95083
H  -1.03137  -2.94216  -2.05661
H  -1.58997  -3.93225  -0.67038
H  -1.17912  -4.65864  -2.20325
H  0.84350  -2.37051  -0.28575
C  -0.50888  0.16477  -5.54892
C  -1.36411  -0.64247  -4.61110
C  -1.24969  -2.12625  -4.79349
O  -1.03534  -0.12238  -3.26229
H  0.47044  -0.30250  -5.45478
H  -0.48605  1.17610  -5.19918
H  -0.88339  0.16307  -6.56832
H  -2.41208  -0.25144  -4.75083
H  -1.21276  -2.35916  -5.86863
H  -2.14396  -2.64753  -4.37314
H  -0.38779  -2.66802  -4.38981
H  -0.23837  -0.55372  -3.00051
C  -4.59044  -3.05510  0.38703
C  -4.12563  -3.02336  1.83828
C  -4.45174  -4.39670  2.51341
C  -3.66736  -4.59951  3.82193
C  -2.19100  -4.43849  3.58051
C  -1.80249  -3.09683  2.98433
N  -2.61380  -2.97186  1.82191
O  -2.35785  -1.73839  1.02959
C  -1.97129  -1.99390  4.03896
C  -0.28384  -3.30198  2.63928
C  -4.86545  -2.00606  2.65181
H  -5.04016  -2.17478  -0.02787
H  -5.35907  -3.77276  0.24966
H  -3.76406  -3.46832  -0.12935
H  -5.43489  -4.45407  2.79294
H  -4.25713  -5.14539  1.82510
H  -3.82302  -5.57908  4.36268
H  -4.00844  -3.78887  4.48203
H  -1.90170  -5.11652  2.72485
H  -1.58681  -4.70739  4.48602
H  -1.25235  -2.20635  4.85259
H  -1.74757  -1.02855  3.59744
H  -2.91186  -2.11480  4.54224
H  0.23664  -2.46670  2.14752
H  0.17560  -3.38420  3.63926
H  -0.16937  -4.17061  2.04382
H  -4.56255  -1.04037  2.34776
H  -4.82785  -2.05870  3.72557
H  -5.92752  -1.99856  2.50894
H  -1.57491  -2.06155  0.49247

Output
Net charge: +1
HOMO energy (spin up / spin down) in eV: -10.57 / -10.57
⟨S²⟩: 0.752
2S+1: 2
E_LUMO (spin up / spin down) in eV: -1.8 / -3.3
Calculated total energy in Eh: -4229.00531
Frontier orbital gap (spin up / spin down) in eV: 8.81 / 7.23



Record 3
Here is a structure of composition C33H84O27S7 in a non-equilibrium geometry from OMol25. Energies are from ωB97M-V with the def2-TZVPD basis set.

Atoms and positions in Å:
O  0.01103  -2.72650  1.81219
S  -0.21559  -2.50186  3.25607
O  0.67954  -1.67056  4.02796
O  -1.74359  -1.93627  3.49284
C  -2.75296  -2.60622  2.70933
C  -4.02429  -1.77016  2.85158
C  -0.32744  -4.07313  4.22493
H  -3.01714  -3.56483  3.15583
H  -2.44203  -2.81485  1.68566
H  -4.89735  -2.12049  2.30099
H  -3.86375  -0.78068  2.42350
H  -4.43708  -1.80550  3.85977
H  -1.18779  -4.68408  3.95173
H  -0.43660  -3.66663  5.23038
H  0.61453  -4.61102  4.11776
O  -6.91970  0.07258  -0.30355
S  -5.48786  -0.00710  -0.30541
O  -4.72689  0.00386  -1.58768
O  -4.96671  1.29792  0.53851
C  -3.56710  1.34448  0.91757
C  -3.08784  2.80720  0.76142
C  -4.94941  -1.35960  0.76966
H  -2.87591  0.83266  0.24794
H  -3.40841  0.96546  1.92717
H  -3.80610  3.43153  1.29288
H  -3.11789  3.01759  -0.30766
H  -2.07597  2.76155  1.16408
H  -5.49260  -1.22829  1.70550
H  -3.86563  -1.29124  0.86377
H  -5.14869  -2.29031  0.23847
O  -1.58052  6.97737  -1.29122
S  -1.76855  5.57539  -0.90078
O  -2.00731  4.55512  -1.92311
O  -0.50267  5.09049  0.08752
C  0.73923  5.63112  -0.24952
C  1.84782  5.00588  0.48156
C  -3.11286  5.57051  0.32911
H  0.83389  6.63158  0.17265
H  0.85083  5.71921  -1.33021
H  1.91069  3.99674  0.07436
H  1.56627  4.95113  1.53315
H  2.78083  5.56603  0.41963
H  -3.20286  6.59050  0.70276
H  -2.77128  4.82066  1.04267
H  -3.98941  5.32215  -0.26929
O  4.50461  -0.13285  4.72262
S  4.25917  -0.34556  3.30622
O  4.15901  -1.70794  2.82898
O  2.91145  0.47214  2.97435
C  2.16546  0.05367  1.82705
C  1.26403  -1.13856  2.17673
C  5.41096  0.60380  2.30513
H  2.86150  -0.21148  1.03124
H  1.66499  0.94376  1.44576
H  0.83303  -0.97177  3.16391
H  1.84350  -2.04516  2.35108
H  0.55148  -1.46251  1.41816
H  5.11587  0.62098  1.25597
H  6.36026  0.08708  2.44639
H  5.44690  1.62089  2.69541
O  1.33657  -6.11635  -0.89232
S  0.78636  -4.85873  -1.39951
O  0.65156  -4.67149  -2.81777
O  -0.72302  -4.61194  -0.71250
C  -1.70401  -3.96327  -1.48714
C  -2.75067  -3.47978  -0.51906
C  1.59404  -3.40071  -0.68183
H  -2.07234  -4.61577  -2.27877
H  -1.35969  -3.03259  -1.93810
H  -3.58012  -2.98135  -1.02074
H  -2.29414  -2.84865  0.24340
H  -3.03458  -4.33551  0.09347
H  1.04324  -2.49503  -0.93574
H  2.64853  -3.41548  -0.95738
H  1.44611  -3.55882  0.38644
O  -4.92069  -1.54421  -5.73769
S  -5.45347  -0.89395  -4.53777
O  -6.72861  -0.19826  -4.66706
O  -5.49234  -1.86261  -3.22058
C  -6.40837  -1.57942  -2.20918
C  -6.02389  -2.47745  -1.03850
C  -4.04429  0.18700  -3.86494
H  -7.45722  -1.55086  -2.50448
H  -6.19939  -0.54109  -1.95166
H  -4.99499  -2.42985  -0.68186
H  -6.24824  -3.43365  -1.51122
H  -6.63958  -2.39790  -0.14257
H  -3.26722  -0.37656  -3.34855
H  -4.34042  1.00238  -3.20497
H  -3.44577  0.55695  -4.69741
O  6.48344  5.09355  -0.76406
S  5.07788  5.11123  -1.24282
O  4.71543  4.69617  -2.61047
O  4.08799  4.22749  -0.18017
C  4.63866  3.91001  1.08700
C  3.65876  2.93016  1.73430
C  4.23009  6.82046  -0.95013
H  4.58925  4.87356  1.59418
H  5.70337  3.67750  1.06603
H  3.84244  2.80018  2.80083
H  3.64401  2.01678  1.13964
H  2.62816  3.28355  1.70182
H  4.81875  7.64663  -1.34888
H  4.20363  6.93550  0.13347
H  3.24079  6.69551  -1.39031
C  -1.92322  -1.31767  0.69141
O  -2.83823  -1.58518  -0.33134
C  -2.35886  -1.43420  -1.69499
C  -2.05158  0.03945  -2.07566
O  -0.96486  0.53728  -1.27310
C  -0.81484  1.95932  -1.33147
C  0.33790  2.49870  -0.44722
O  1.57713  2.11543  -1.07771
C  2.75616  2.65084  -0.50034
H  -0.88780  -1.48176  0.39295
H  -2.12836  -1.95931  1.54833
H  -2.06977  -0.26073  0.91388
H  -3.02273  -1.87197  -2.44047
H  -1.44698  -2.03000  -1.65504
H  -2.86390  0.74942  -1.92009
H  -1.88804  0.11944  -3.15034
H  -1.71603  2.49736  -1.03742
H  -0.63609  2.28239  -2.35703
H  0.37297  1.98518  0.51360
H  0.20330  3.56813  -0.28505
H  2.74664  2.69460  0.58874
H  2.65354  3.67765  -0.85136
H  3.70038  2.28895  -0.90726
C  1.00394  0.12871  -0.91968
O  1.57168  -1.11741  -1.20166
C  2.80567  -0.86152  -1.87581
C  3.44003  -2.18908  -2.44454
O  3.80933  -3.08153  -1.39875
C  4.49268  -2.66146  -0.21986
C  4.96395  -3.95106  0.43684
O  5.87860  -4.72650  -0.37502
C  6.25446  -5.93995  0.06504
H  1.42782  0.47078  0.02446
H  -0.07096  -0.02616  -0.82633
H  1.19261  0.85583  -1.70949
H  3.50122  -0.46669  -1.13527
H  2.80186  -0.21704  -2.75487
H  4.36855  -1.96062  -2.96777
H  2.73750  -2.66689  -3.12735
H  3.77958  -2.19489  0.45977
H  5.32955  -1.99928  -0.44183
H  4.15361  -4.61683  0.73381
H  5.42639  -3.76691  1.40655
H  6.72691  -6.51636  -0.73036
H  5.42743  -6.56644  0.39913
H  6.94581  -5.86118  0.90404

Output
Net charge: 0
HOMO energy in eV: -7.38
E_LUMO in eV: -0.2
Calculated total energy in Eh: -6124.64022
Frontier orbital gap in eV: 7.20
Energy above the lowest of the compared OMol25 structures with the same formula, charge and spin in eV: 43.3257